# C3H4INO

The molecule C3H4INO (ωB97M-V/def2-TZVPD, the OMol25 dataset).

Properties
Structure (SMILES): C=C(I)C(N)=O
HOMO in eV: -9.051
Orbital gap in eV: 9.6
Energy above the lowest of the compared OMol25 structures with the same formula, charge and spin in kcal per mole: 8.58
F_max in eV/A: 5.2
E_LUMO in eV: 0.599

Geometry (Å):
C -0.6894 -1.0834 -1.0112
C -0.9072 -0.2062 -0.0118
I -2.7334 0.1308 0.9260
C 0.1486 0.8468 0.6579
N 1.4782 0.6411 0.3626
O -0.3264 1.5961 1.4206
H -1.2360 -1.8823 -1.5127
H 0.2946 -1.2499 -1.3906
H 1.8635 -0.0655 -0.2254
H 2.1076 1.2728 0.7847

---

# C3H4INOS

The molecule C3H4INOS (ωB97M-V/def2-TZVPD, the OMol25 dataset).

Properties
HOMO (spin up / spin down) in eV: -8.514 / -8.529
Orbital gap (spin up / spin down) in eV: 7.2 / 7.3
Energy above the lowest of the compared OMol25 structures with the same formula, charge and spin in kcal per mole: 50.23
F_max in eV/A: 3.7
E_LUMO (spin up / spin down) in eV: -1.284 / -1.278

Geometry (Å):
C -0.4873 1.1784 0.0612
C 0.3592 1.4452 -1.0639
C -0.4979 -0.1656 0.6440
N 0.8835 0.6144 -1.9507
O -1.2161 2.1159 0.4030
S 1.0765 -0.9418 -1.7753
I 0.5118 3.4913 -1.4754
H -1.0616 -0.1493 1.6580
H 0.5806 -0.4890 0.7337
H -0.9018 -0.8279 -0.2437
H 1.2531 0.9489 -2.8793

---

# C3H4LaMgO4

A structure of composition C3H4LaMgO4 (ωB97M-V/def2-TZVPD, the OMol25 dataset).

Properties
HOMO (spin up / spin down) in eV: -12.723 / -16.144
Orbital gap (spin up / spin down) in eV: 4.8 / 8.3
Spin multiplicity: 2
Energy above the lowest of the compared OMol25 structures with the same formula, charge and spin in kcal per mole: 35.54
F_max in eV/A: 8.6
E_LUMO (spin up / spin down) in eV: -7.877 / -7.885
Net charge: +2

Geometry (Å):
O -1.6794 0.4572 -1.5758
C -0.3414 0.4795 -1.5905
O 0.2540 1.6578 -1.1330
C -0.2823 2.2018 0.1078
Mg -2.2855 1.5619 -0.1270
H 0.1077 0.2510 -2.5717
H -0.0460 3.2759 0.0839
H 0.2963 1.7645 0.9440
H 0.2758 -1.1432 -0.0610
O 1.2508 -1.5753 1.8115
C 0.6340 -1.9565 0.7765
O 0.3852 -3.1870 0.6318
La 1.4309 -3.7875 2.7036

---

# C3H4Li2O5

A structure of composition C3H4Li2O5 (ωB97M-V/def2-TZVPD, the OMol25 dataset).

Properties
HOMO in eV: -6.307
Orbital gap in eV: 5.0
Energy above the lowest of the compared OMol25 structures with the same formula, charge and spin in kcal per mole: 113.58
F_max in eV/A: 6.6
E_LUMO in eV: -1.342

Geometry (Å):
C -2.1208 -0.3630 0.6120
C -2.8381 -0.2568 -0.7384
O -3.8134 -0.9762 -0.9922
O -0.7189 -0.2191 0.4242
H -2.3309 -1.3297 1.0660
H -2.4753 0.4281 1.2731
H -2.4946 0.5396 -1.3981
Li 0.4676 1.0017 1.3080
O -2.4562 3.5569 0.4444
C -1.3302 3.9915 0.1627
O -0.4380 3.1138 -0.0386
O -1.2799 5.1224 -0.3896
Li -1.2207 3.3068 -2.0317
H -0.6141 0.7662 0.2554

---

# C3H4LiO5

A structure of composition C3H4LiO5 (ωB97M-V/def2-TZVPD, the OMol25 dataset).

Properties
HOMO in eV: -4.142
Orbital gap in eV: 7.1
Energy above the lowest of the compared OMol25 structures with the same formula, charge and spin in kcal per mole: 8.09
F_max in eV/A: 4.5
E_LUMO in eV: 3.001
Net charge: -1

Geometry (Å):
C -2.0070 1.1317 0.6435
C -1.6307 -0.1291 0.9177
O -0.7424 -0.9652 0.2650
C 0.5214 -0.6618 -0.1219
O 1.4465 -1.2077 0.5107
O 0.6991 0.3834 -0.7989
O -1.2724 2.1748 0.2603
H -3.0662 1.3596 0.8153
H -2.0047 -0.5984 1.8272
H -0.1718 1.9796 0.3380
O 2.5859 1.9073 1.0368
H 2.8532 2.8024 0.8312
Li 2.7187 0.3378 0.1747

---

# C3H4MgO4Tl

A structure of composition C3H4MgO4Tl (ωB97M-V/def2-TZVPD, the OMol25 dataset).

Properties
HOMO (spin up / spin down) in eV: -5.975 / -8.644
Orbital gap (spin up / spin down) in eV: 5.4 / 8.0
Spin multiplicity: 2
Energy above the lowest of the compared OMol25 structures with the same formula, charge and spin in kcal per mole: 12.30
F_max in eV/A: 1.9
E_LUMO (spin up / spin down) in eV: -0.609 / -0.629

Geometry (Å):
O -0.7439 0.1159 -0.5635
O 0.1024 -1.3330 1.0861
C 1.0745 -2.3516 1.0253
C 1.9373 -1.9819 -0.1965
O 1.1091 -1.1400 -0.9706
C 0.4809 -0.2145 -0.1148
H 1.6788 -2.3749 1.9450
H 0.5993 -3.3362 0.8941
H 2.2193 -2.8510 -0.8015
H 2.8438 -1.4381 0.1129
O 1.2036 0.7521 0.3233
Mg -1.8229 -1.2767 0.3797
Tl -0.2650 2.9055 -0.5154

---

# C3H4N2

A structure of composition C3H4N2 (ωB97M-V/def2-TZVPD, the OMol25 dataset).

Properties
HOMO in eV: -9.480
Orbital gap in eV: 9.2
Energy above the lowest of the compared OMol25 structures with the same formula, charge and spin in kcal per mole: 108.22
F_max in eV/A: 3.4
E_LUMO in eV: -0.288

Geometry (Å):
C -1.1247 -0.8656 -0.0813
C -0.3054 0.2774 0.0515
C 1.1372 0.4410 0.0976
N -2.2908 -0.3563 0.1126
N -1.2660 1.1486 0.0894
H -0.8824 -1.8643 -0.4197
H 1.5207 0.5106 -0.9754
H 1.4850 -0.5652 0.5784
H 1.7266 1.2736 0.5468

---

# C3H4N2

A structure of composition C3H4N2 (ωB97M-V/def2-TZVPD, the OMol25 dataset).

Properties
HOMO in eV: -9.281
Orbital gap in eV: 10.4
Energy above the lowest of the compared OMol25 structures with the same formula, charge and spin in kcal per mole: 100.88
F_max in eV/A: 0.6
E_LUMO in eV: 1.153

Geometry (Å):
N -1.4609 -0.5917 0.0993
C -0.6773 0.5482 -0.1934
C 0.6846 0.5956 0.4626
C 0.9642 -0.5297 -0.1860
N -0.3423 -0.7283 -0.8572
H -1.2407 -0.9741 1.0185
H -1.0459 1.3632 -0.8007
H 1.2593 1.3665 0.9528
H 1.8590 -1.0497 -0.4959

---

# C3H4N2

The molecule C3H4N2 (ωB97M-V/def2-TZVPD, the OMol25 dataset).

Properties
Structure (SMILES): CC1=CN=N1
HOMO (spin up / spin down) in eV: -9.118 / -8.647
Orbital gap (spin up / spin down) in eV: 8.7 / 8.0
Energy above the lowest of the compared OMol25 structures with the same formula, charge and spin in kcal per mole: 123.67
F_max in eV/A: 6.0
E_LUMO (spin up / spin down) in eV: -0.408 / -0.692

Geometry (Å):
C 1.2343 -0.5202 -0.0100
C -0.1665 -0.1478 -0.0834
C -1.1044 1.1019 -0.0323
N -2.1979 0.1347 0.0681
N -1.5366 -0.9038 0.0007
H 1.8347 0.2302 -0.5182
H 1.3984 -1.5106 -0.4391
H 1.5777 -0.5503 1.0293
H -1.0397 2.1658 -0.0152

---

# C3H4N2

The molecule C3H4N2 (ωB97M-V/def2-TZVPD, the OMol25 dataset).

Properties
Structure (SMILES): c1cn[nH]c1
HOMO in eV: -9.464
Orbital gap in eV: 10.6
Energy above the lowest of the compared OMol25 structures with the same formula, charge and spin in kcal per mole: 12.50
F_max in eV/A: 0.5
E_LUMO in eV: 1.091

Geometry (Å):
C -0.1529 -0.6300 0.7838
C -1.2226 -0.0134 0.0999
N -0.7931 0.8138 -0.8440
N 0.5423 0.7039 -0.8008
C 0.9708 -0.1697 0.1441
H -0.1708 -1.3136 1.6204
H -2.2819 -0.2011 0.2114
H 1.0943 1.3129 -1.3836
H 1.9861 -0.5295 0.1965

---

# C3H4N2

The molecule C3H4N2 (ωB97M-V/def2-TZVPD, the OMol25 dataset).

Properties
Structure (SMILES): C1=NN=CC1
HOMO in eV: -10.164
Orbital gap in eV: 10.6
Energy above the lowest of the compared OMol25 structures with the same formula, charge and spin in kcal per mole: 60.35
F_max in eV/A: 4.4
E_LUMO in eV: 0.451

Geometry (Å):
C 0.3018 0.8468 0.6696
N -0.5074 1.1285 -0.3034
N -0.7409 -0.1992 -1.0265
C 0.1267 -1.0405 -0.4617
C 0.5726 -0.5535 0.8363
H 0.9936 1.5123 1.1656
H 0.0561 -2.0635 -0.8393
H 1.6387 -0.4219 1.0500
H 0.0435 -1.0485 1.6677

---

# C3H4N2

The molecule C3H4N2 (ωB97M-V/def2-TZVPD, the OMol25 dataset).

Properties
HOMO (spin up / spin down) in eV: -7.388 / -7.420
Orbital gap (spin up / spin down) in eV: 7.4 / 7.5
Energy above the lowest of the compared OMol25 structures with the same formula, charge and spin in kcal per mole: 121.07
F_max in eV/A: 0.5
E_LUMO (spin up / spin down) in eV: 0.040 / 0.116

Geometry (Å):
N 1.6594 -0.9983 -0.3994
C -0.9572 -0.5041 0.4203
C -1.0028 0.8221 0.1775
C 0.2995 0.9201 -0.4373
N 0.5816 -0.3644 -0.2224
H 1.5066 -2.0018 -0.3097
H -1.2894 -1.1002 1.2661
H -1.7285 1.5822 0.4246
H 0.9309 1.6443 -0.9198

---

Q: The highest F_max belongs to which entry?
A: C3H4LaMgO4